{
  "formula": "C16H19N7O2S",
  "method": "the ωB97M-V functional and the def2-TZVPD basis",
  "elements": ["C", "C", "H", "C", "H", "C", "C", "N", "H", "H", "C", "C", "N", "N", "H", "O", "H", "C", "C", "N", "C", "H", "H", "C", "C", "S", "H", "N", "H", "H", "H", "C", "C", "H", "H", "H", "H", "N", "N", "C", "H", "C", "O", "H", "H"],
  "xyz": [[1.2675, -0.4086, -1.2165], [-0.2638, 2.5748, 2.0579], [1.8369, -1.5971, -3.5390], [0.4074, 0.8608, 3.8175], [-1.5969, -0.1845, -3.1509], [1.1435, -1.0814, 5.2085], [2.2562, 0.0237, -2.3043], [-0.8205, 4.3060, 0.7047], [-0.9886, 1.0958, -2.0866], [3.2326, -0.7665, -3.8696], [1.1839, -1.3499, 2.8638], [-0.1270, -0.8404, -1.7164], [2.1889, -3.0598, 1.0348], [-1.5710, 4.3697, 1.8238], [-0.0381, -1.7615, -2.3101], [-0.0994, 1.4568, 4.7476], [0.6603, 2.9058, 0.0835], [1.5052, 1.0370, -3.1745], [-0.0732, 3.2210, 0.7872], [1.2049, -1.0122, 1.5618], [1.7190, -2.5705, 3.2892], [0.9093, 0.8181, 1.8920], [1.2282, 1.8999, -2.5569], [2.2207, -3.4208, 2.3007], [-0.6979, 0.2079, -2.6829], [1.7741, -2.7082, 5.0469], [-1.9848, 6.2676, 2.6053], [2.6599, -1.1292, -3.1287], [1.1156, 0.4044, -0.5019], [3.1651, 0.5092, -1.9128], [0.9134, -0.6182, 6.1380], [1.7129, -1.8806, 0.7308], [-1.2284, 3.3321, 2.6616], [-1.7162, 3.0943, 3.6098], [-0.8001, -1.0513, -0.8749], [-3.3161, 5.1267, 2.8276], [2.3013, -2.2980, -1.1799], [0.4018, 1.4218, 2.5627], [1.7418, -1.6402, -0.5929], [-2.5138, 5.4429, 2.1510], [2.1171, 1.3499, -4.0409], [0.9040, -0.4929, 4.0051], [0.2688, 0.4898, -3.6782], [-3.0433, 5.8355, 1.2308], [2.6517, -4.3666, 2.5882]],
  "energy_ha": -1553.06406,
  "lumo_energy_ev": -0.1,
  "gap_ha": 0.296,
  "total_charge": 0,
  "homo_ha": -0.299,
  "smiles": "Cn1cc(NC(=O)c2csc3cnc(N[C@@H]4CCOC[C@@H]4N)nc23)cn1"
}

***

{
  "formula": "C11H44N8O11",
  "method": "the ωB97M-V functional and the def2-TZVPD basis",
  "elements": ["H", "H", "C", "H", "H", "H", "O", "H", "O", "H", "H", "N", "N", "H", "H", "O", "H", "H", "H", "C", "H", "H", "C", "C", "N", "H", "H", "C", "H", "N", "C", "H", "H", "H", "H", "O", "C", "H", "H", "N", "H", "O", "H", "O", "O", "H", "H", "C", "H", "N", "H", "H", "N", "C", "O", "H", "N", "C", "H", "H", "H", "H", "O", "H", "H", "O", "H", "H", "H", "O", "H", "H", "C", "H"],
  "xyz": [[1.9725, 6.2376, -1.2590], [1.1914, -0.7139, 0.4696], [0.5763, 3.0827, 4.0118], [-1.7309, 3.6818, -1.0250], [0.5585, 4.1612, 4.1689], [0.3986, 2.8398, 2.9642], [1.8473, -2.3979, -1.9670], [2.4720, -1.9282, -1.4095], [-4.7041, 0.1922, 3.9059], [0.4210, 0.8708, 1.3908], [-4.5007, -2.3927, 2.2222], [2.2127, 5.7461, -2.1080], [-0.8158, -1.6811, -2.5192], [-1.4360, -2.7854, 4.4144], [-0.2451, -2.5372, 1.8831], [0.6886, -0.3107, -0.2419], [-2.2034, -1.9729, -0.7584], [-0.3756, 2.7987, 4.4604], [-1.0349, 0.3498, 0.5376], [-2.3332, 3.1186, -1.7378], [-2.6713, -1.8985, -4.2806], [2.4133, 6.4032, -2.8483], [2.1551, 4.4922, -2.2500], [3.6129, 0.6736, -2.0985], [-3.1535, -0.4000, 2.3740], [-1.1989, 2.0103, -2.8584], [1.3537, 4.3911, -0.4736], [-3.9311, -2.4011, -1.7036], [-2.6210, 2.2048, -1.2179], [-2.0772, -1.0819, -4.2610], [-4.3021, -0.5787, 3.0620], [2.7110, -4.2058, -1.4329], [-3.2432, 3.6757, -1.9608], [-0.0795, -1.3339, -1.9213], [1.6088, 2.8699, -1.2736], [-3.1100, -2.1610, -0.5046], [2.8065, -1.2249, 2.2528], [-3.5985, -1.9014, -2.6135], [-2.6721, -1.1155, 1.8482], [-4.9280, -1.6868, 2.8045], [2.7939, -0.0138, -2.3099], [1.8316, 2.3801, 4.2696], [0.1250, 1.6227, -0.1940], [-1.0548, -2.7862, 2.3347], [-1.7178, 2.8114, -2.9613], [0.1656, -3.1409, 3.9634], [4.6433, -1.2047, 1.4917], [-0.8642, -3.3091, 3.6483], [-5.8901, -1.9761, 2.9089], [3.0478, -0.0468, 2.7043], [3.7115, -2.6482, 1.2424], [0.9608, -3.8124, -0.9212], [3.7960, -1.7299, 1.6542], [-0.0196, 0.7234, 0.4048], [-0.7381, 0.3810, -3.2657], [-0.9234, -4.3975, 3.6466], [1.4937, 3.8718, -1.3285], [-1.1656, -0.7708, -3.3667], [-0.8111, -2.6555, -2.7850], [1.5864, 1.5784, 4.7374], [5.1170, -0.4810, -2.3047], [-2.6124, 0.4372, 2.5365], [1.7207, -1.8040, 2.2555], [1.3142, -4.1994, -2.5393], [4.0003, 0.2588, 2.5652], [4.8892, 0.3763, -2.6718], [-4.9516, -2.0566, -1.5366], [3.4008, 1.6778, -2.4654], [-3.9810, -3.4619, -1.9491], [2.5184, 3.9987, -3.3026], [3.7906, 0.6888, -1.0232], [-2.3371, -0.3019, -4.8477], [1.7571, -3.7300, -1.6610], [2.3693, 0.6299, 3.0234]],
  "energy_ha": -1711.13040,
  "relative_energy_ev": 3.620,
  "lumo_energy_ev": -0.2,
  "gap_ha": 0.327,
  "total_charge": 0,
  "homo_ha": -0.335,
  "smiles": "NC(N)=O.NC(N)=O.NC(N)=O.NC(N)=O.CO.CO.CO.CO.CO.CO.CO"
}

***

{
  "formula": "C4H3ClF2",
  "method": "the ωB97M-V functional and the def2-TZVPD basis",
  "elements": ["C", "C", "C", "Cl", "H", "H", "H", "F", "C", "F"],
  "xyz": [[0.7720, -0.2663, -0.0187], [-1.6855, -0.5907, 0.0375], [1.8432, 0.4863, -0.1381], [-0.8104, 1.9779, 0.0068], [0.6802, -1.3545, 0.0365], [2.8067, 0.0035, 0.0257], [1.5684, 1.5745, 0.1719], [-2.9353, -0.2073, -0.0968], [-0.5753, 0.2755, 0.0400], [-1.6640, -1.8988, -0.0649]],
  "energy_ha": -814.06951,
  "relative_energy_ev": 0.579,
  "lumo_energy_ev": 0.6,
  "gap_ha": 0.349,
  "total_charge": 0,
  "homo_ha": -0.328,
  "smiles": "C=CC(Cl)=C(F)F"
}

***

{
  "formula": "C29H36LaN5OS5",
  "method": "the ωB97M-V functional and the def2-TZVPD basis",
  "elements": ["H", "La", "H", "H", "S", "C", "H", "C", "H", "H", "C", "H", "H", "C", "C", "C", "H", "N", "H", "S", "C", "H", "C", "H", "C", "H", "N", "H", "N", "N", "H", "H", "S", "H", "C", "C", "H", "C", "H", "H", "S", "O", "H", "H", "C", "C", "C", "C", "H", "H", "S", "H", "H", "C", "H", "C", "C", "C", "C", "H", "C", "H", "H", "H", "C", "H", "C", "C", "H", "C", "H", "C", "H", "C", "H", "C", "N"],
  "xyz": [[4.5753, -3.5004, -2.7460], [1.1174, -0.5666, 0.4915], [0.9900, -3.0570, 5.0338], [0.1703, 3.3740, -2.0247], [1.8401, -2.5697, 2.8584], [5.4910, -2.8864, 0.4389], [-4.3702, 4.3913, 0.2505], [1.0732, -0.9135, 4.8532], [-1.1838, 0.6907, 5.2055], [-2.4802, 1.1962, -6.1917], [0.7740, -2.2977, 4.2801], [-3.0666, 0.1928, 3.6808], [1.6690, 2.4975, -2.0995], [-1.8650, 6.0441, -1.3160], [3.5464, -2.2261, -1.3609], [4.5468, -3.1024, -1.7438], [-3.9947, 6.2854, -1.2951], [0.9618, 2.9588, -1.5527], [-1.9391, -1.1565, 3.7333], [-0.7185, -3.1083, 0.6482], [-2.4282, 1.2912, -5.1154], [2.0018, -4.3961, 1.4105], [-3.1553, 5.7093, -0.9302], [0.1801, 3.3293, 1.5040], [4.4371, -2.0423, 0.7525], [-3.9906, 2.8463, -2.5405], [0.6490, -0.5533, -2.8516], [-2.2983, -2.8040, 2.4094], [0.0971, 3.4731, 0.5100], [1.5566, -1.0668, -1.9054], [6.2514, -3.0963, 1.1776], [-3.0753, -3.4214, 0.9580], [-1.8245, 0.0514, 1.6371], [-1.6940, 6.8865, -1.9726], [2.5284, -1.7638, -2.3671], [-3.3661, 4.6459, -0.0628], [-3.8497, -1.1716, 1.2645], [-1.4500, 0.6124, -4.4088], [6.3301, -4.1166, -1.1080], [3.7348, -1.7483, -4.1175], [0.7013, 0.4915, 3.7734], [-0.4349, 0.1304, -0.9324], [1.9849, -1.6311, -4.4232], [0.5282, -0.7755, 5.7877], [-2.2916, 3.9014, 0.4018], [-0.3233, 0.0491, -2.2462], [-0.7796, 5.3213, -0.8394], [-1.3884, 0.7275, -3.0213], [0.2291, 5.6161, -1.1007], [-2.4488, 3.0526, 1.0561], [2.3247, 2.0101, 0.5258], [4.3693, -1.6029, 1.7400], [1.5618, -4.9358, 3.0092], [-3.3413, 2.0957, -4.4447], [-0.7305, -0.0113, -4.9217], [-2.3102, 1.5300, -2.3499], [5.5338, -3.4409, -0.8254], [1.3336, -4.1865, 2.2492], [-1.0086, 4.2435, 0.0034], [-2.2593, 1.6226, -1.2736], [-1.0508, 0.7730, 4.1259], [-4.1013, 2.6264, -5.0031], [-2.7922, -1.1326, -0.1288], [-0.2739, -2.3862, 3.9945], [-2.0578, -0.1233, 3.4097], [2.7164, -3.1727, -3.9462], [-0.1277, -4.3452, 1.8361], [1.0259, 2.8752, -0.2322], [-1.2340, 1.8207, 3.8801], [2.7463, -2.0897, -3.8050], [-0.7796, -4.3003, 2.7089], [-2.3511, -2.6951, 1.3260], [-0.2527, -5.3372, 1.4030], [-3.2812, 2.2176, -3.0630], [2.1334, -0.8332, 5.0983], [-2.8120, -1.2939, 0.9504], [3.4703, -1.7218, -0.1106]],
  "energy_ha": -3497.94675,
  "relative_energy_ev": 0.000,
  "lumo_energy_ev": -5.6,
  "gap_ha": 0.282,
  "total_charge": 2,
  "homo_ha": -0.488
}